Below is a 2-piece molecular cluster, C4H10NO2S overall at a distorted geometry, with properties calculated with the ωB97M-V functional and the def2-TZVPD basis.

Cartesian coordinates (Å):
S  1.879612  -0.024774  -0.987657
O  0.865817  -3.052419  0.014421
O  -1.284977  -0.002509  2.661549
N  -1.238941  -0.191416  0.455959
C  -1.265323  0.272386  -0.935308
C  -1.719116  0.429212  1.587864
C  0.970734  1.559588  -0.370928
C  -0.358184  1.519194  -1.088884
H  -1.005073  2.357595  -0.741194
H  -0.324090  -0.579353  0.677443
H  -0.379678  1.732792  -2.158624
H  -2.203142  0.413550  -1.462883
H  0.835125  -2.660851  -0.852890
H  -0.734509  -0.527830  -1.488722
H  1.263023  -2.546196  0.717933
H  1.181779  1.430424  0.688202
H  -2.658220  0.933326  1.556067
H  1.564730  2.243631  -0.980706

Cartesian forces (eV/Å) of the 6 atoms listed first:
S 0.0 0.1 0.3
O -0.9 -2.3 0.6
O -0.3 1.5 0.0
N -0.7 1.4 0.0
C 2.3 -0.3 0.0
C 1.1 -3.9 0.2

Summary:
ΔE to the lowest compared entry with this formula, charge and spin   211.9 kJ/mol
Maximum force   0.0825 Eh/bohr
Molar mass   136.2 g/mol
Total energy   -761.840692 Ha
Charge   -1

---

Below is a 3-piece molecular cluster, C4H10NO2S overall at a distorted geometry, with properties calculated with the ωB97M-V functional and the def2-TZVPD basis.

Cartesian coordinates (Å):
S  -4.578181  -0.349247  0.408223
O  -3.315044  0.150819  -0.106650
O  -5.220842  -1.301907  -0.427966
N  0.033820  0.484026  -0.034492
C  -0.574013  -0.791366  -0.520919
C  -1.295298  -1.523875  0.571351
C  1.195629  0.811285  -0.238204
C  -1.673700  2.685707  -0.054651
H  -0.675974  -2.358114  0.826249
H  -2.244690  2.590322  -1.004434
H  1.887653  0.333320  -0.854528
H  -1.759938  1.977950  0.736322
H  -2.207415  -1.821869  0.118856
H  -1.355636  -0.573737  -1.248201
H  -1.504862  -0.822617  1.351595
H  0.203464  -1.451562  -0.854480
H  -0.746207  3.297452  0.023883
H  1.507094  1.823657  0.164102

Cartesian forces (eV/Å) of the 6 atoms listed first:
S 0.8 0.1 -0.8
O -1.0 0.5 0.6
O -0.4 -0.2 0.2
N -3.7 -0.7 -0.4
C 0.0 1.1 0.2
C 0.6 0.2 -0.3

Summary:
ΔE to the lowest compared entry with this formula, charge and spin   555.7 kJ/mol
Maximum force   0.0773 Eh/bohr
Molar mass   136.2 g/mol
Total energy   -761.381805 Ha
Charge   +1